# 1
Here is a molecular structure, C37H35N8O3S2Tm from OMol25. Energies are from ωB97M-V/def2-TZVPD.

Its HOMO-LUMO gap (spin up / spin down) is 0.2742 / 0.2744 Eh. For the relative energy (zero: lowest compared OMol25 entry of this formula, charge and spin), the calculation gives 0.0 kcal/mol. Its multiplicity is 3. For the LUMO energy (spin up / spin down), the calculation gives 0.20 / 0.19 eV. As for the total charge: 0. As for the energy: -3976.48982 a.u. The HOMO energy (spin up / spin down) comes out at -7.26 / -7.27 eV. Its expectation value of S² is 2.002.

Atoms and positions in Å:
1 Tm -0.636534 0.487059 0.927279
2 C -2.471086 2.057914 4.893533
3 C -1.508586 1.633074 3.831668
4 N -1.675614 1.923865 2.588796
5 N -2.780896 2.684459 2.315398
6 C -2.890249 3.014699 1.042350
7 N -4.000748 3.739852 0.755226
8 S -1.833862 2.653620 -0.278269
9 C -0.267207 0.890830 4.193772
10 C 0.206343 0.857712 5.501763
11 C 1.395456 0.199102 5.772460
12 C 2.091677 -0.399786 4.739345
13 C 1.566210 -0.307834 3.460404
14 N 0.418115 0.303325 3.202486
15 H -3.487098 1.934896 4.522274
16 H -2.362396 3.120392 5.123940
17 H -2.341788 1.483207 5.806318
18 H -4.528916 4.108439 1.527849
19 H -4.086030 4.162216 -0.149716
20 H -0.333827 1.356773 6.290528
21 H 1.775494 0.166629 6.785293
22 H 3.026101 -0.916555 4.901684
23 H 2.083561 -0.729769 2.607019
24 C 1.774550 2.498105 -3.825217
25 C 2.629035 1.396989 -4.385276
26 C 3.703405 1.693223 -5.220336
27 C 4.501396 0.699379 -5.764316
28 C 4.243999 -0.632764 -5.474317
29 C 3.194104 -0.950888 -4.628133
30 C 2.392467 0.050116 -4.092756
31 N 1.315351 -0.323927 -3.238485
32 C 1.156217 0.139993 -1.952831
33 N 2.302770 0.575019 -1.384169
34 C 2.509891 1.381919 -0.220754
35 C 1.498153 1.616933 0.699727
36 C 1.852352 2.510472 1.722222
37 C 3.121256 3.032011 1.898661
38 C 4.108315 2.712637 0.972309
39 C 3.818798 1.906154 -0.115135
40 C 4.884539 1.610009 -1.137255
41 N 0.003542 0.094557 -1.346501
42 C -1.048635 -0.589956 -2.023643
43 C -1.941731 0.072667 -2.853377
44 C -2.991135 -0.626660 -3.434666
45 C -3.158991 -1.978811 -3.168957
46 C -2.279620 -2.630564 -2.314840
47 C -1.214886 -1.949348 -1.737690
48 C -0.250804 -2.667164 -0.825756
49 H 1.789105 3.360231 -4.490511
50 H 2.124227 2.824234 -2.843001
51 H 0.739115 2.179895 -3.700704
52 H 3.903931 2.730831 -5.458364
53 H 5.321691 0.966350 -6.416830
54 H 4.859102 -1.417288 -5.893372
55 H 2.984580 -1.978329 -4.360186
56 H 0.503398 -0.751002 -3.655652
57 H 3.102341 0.485102 -1.988491
58 H 1.093095 2.797301 2.448005
59 H 3.341616 3.693904 2.727348
60 H 5.112409 3.108041 1.079391
61 H 5.827261 2.076700 -0.854771
62 H 4.624071 1.989937 -2.131385
63 H 5.080123 0.537971 -1.246815
64 H -1.825598 1.137782 -3.004654
65 H -3.688440 -0.109660 -4.080125
66 H -3.983323 -2.522576 -3.611588
67 H -2.429140 -3.678802 -2.079868
68 H -0.688456 -3.627403 -0.538110
69 H 0.012419 -2.533480 1.139077
70 H 0.691973 -2.874621 -1.345630
71 O -2.835790 -0.385329 0.569553
72 C -2.730336 -1.314354 1.391214
73 N -1.819177 -1.254882 2.372265
74 S -1.627048 -2.686334 3.177519
75 O 0.032349 -1.921696 0.359584
76 O -0.374020 -3.341395 2.670531
77 C -2.982199 -3.460763 2.287555
78 C -3.468881 -4.746261 2.425685
79 C -4.498799 -5.128628 1.572614
80 C -5.012916 -4.251227 0.619056
81 C -4.506988 -2.963377 0.488085
82 C -3.490277 -2.589464 1.346669
83 H -3.065141 -5.437263 3.153265
84 H -4.909654 -6.126680 1.646923
85 H -5.814265 -4.582017 -0.027995
86 H -4.874813 -2.269669 -0.256196

Forces on atoms 1 to 3 (eV/Å):
Tm 0.4 0.0 -0.2
C 0.0 0.1 0.0
C 0.4 -0.1 0.1

Atomic partial charges in e from the Mulliken method, atoms 1 to 6: 0.1909 -1.8711 1.0319 1.2625 -1.5532 0.6998

=====

# 2
Here is 2 unconnected molecules or ions with the total composition H4O2 from OMol25. Energies are from ωB97M-V/def2-TZVPD.

Its HOMO-LUMO gap is 0.4200 Eh. For the relative energy (zero: lowest compared OMol25 entry of this formula, charge and spin), the calculation gives 2.5 kcal/mol. For the LUMO energy, the calculation gives 0.54 eV. As for the total charge: 0. As for the SMILES: O.O. As for the energy: -152.87093 a.u. The HOMO energy comes out at -10.89 eV.

Atoms and positions in Å:
1 H -1.595171 0.778599 0.330216
2 H -0.612640 -0.297857 -0.058106
3 H 1.717918 0.847488 -0.188876
4 H 2.166680 -0.469373 0.291207
5 O -1.571579 -0.076287 -0.029599
6 O 1.361980 -0.031070 -0.017206

Forces on atoms 1 to 3 (eV/Å):
H -0.1 1.8 0.8
H -0.9 0.2 0.0
H -0.4 0.2 -0.2

How positive or negative is each atom? The Mulliken charges in e answer that: 0.2818 0.3843 0.3053 0.3177 -0.6413 -0.6477

=====

# 3
Here is a molecular structure, C21H29AsAuNO5STe from OMol25. Energies are from ωB97M-V/def2-TZVPD.

Its HOMO-LUMO gap is 0.2027 Eh. For the LUMO energy, the calculation gives 4.32 eV. As for the total charge: -2. As for the energy: -4286.30968 a.u. The HOMO energy comes out at -1.20 eV.

Atoms and positions in Å:
1 Au -0.610735 -0.252589 -0.645814
2 C -5.866077 1.232262 -4.134870
3 C -5.098543 1.210131 -2.839745
4 C -4.769230 2.389300 -2.180083
5 C -4.115420 2.366129 -0.955330
6 C -3.771802 1.150112 -0.377300
7 C -4.076731 -0.035402 -1.035112
8 C -4.732584 0.001141 -2.255957
9 S -2.894397 1.115494 1.177705
10 O -3.409111 2.260511 1.909372
11 O -3.162653 -0.197598 1.725681
12 N -1.363330 1.247676 0.851382
13 C -0.878059 2.617440 0.602640
14 C 0.555562 2.668362 0.036259
15 O 1.178582 3.723043 0.263065
16 O 0.945584 1.678762 -0.640142
17 H -5.688997 2.159123 -4.684274
18 H -6.942328 1.155283 -3.952744
19 H -5.572860 0.399163 -4.774336
20 H -5.030257 3.342411 -2.629722
21 H -3.894821 3.286231 -0.431107
22 H -3.774906 -0.974664 -0.592381
23 H -4.945526 -0.927280 -2.776068
24 H -0.901742 3.213723 1.512882
25 H -1.493214 3.143175 -0.141437
26 C 1.493520 -3.063090 3.122381
27 As 0.747587 -2.166191 1.546073
28 C 1.254447 -0.339955 1.942206
29 C -1.112995 -2.556434 1.874505
30 O 1.451417 -2.918827 0.250701
31 H 1.157800 -2.599481 4.051972
32 H 2.579288 -3.008155 3.049844
33 H 1.187509 -4.108746 3.098885
34 H 1.909223 -0.382336 2.811614
35 H 0.367125 0.262536 2.133248
36 H 1.762998 0.081294 1.075788
37 H -1.323063 -2.304026 2.914164
38 H -1.199590 -3.630260 1.708584
39 H -1.784216 -2.000417 1.229825
40 C -4.157650 -0.805723 -7.410472
41 C -3.383396 -1.134189 -6.159766
42 C -3.366678 -2.414887 -5.634555
43 C -2.639522 -2.728160 -4.484624
44 C -2.668665 -4.152966 -3.995401
45 C -1.900152 -1.735241 -3.816681
46 Te -0.685557 -2.349491 -2.167273
47 C -1.925302 -0.422644 -4.337478
48 C -1.180870 0.715468 -3.699411
49 C -2.660701 -0.155744 -5.489032
50 H -4.731063 -1.669224 -7.753575
51 H -3.494777 -0.501412 -8.225519
52 H -4.859450 0.015769 -7.242190
53 H -3.924100 -3.204096 -6.134027
54 H -3.260939 -4.776607 -4.670041
55 H -3.089495 -4.210554 -2.988434
56 H -1.664069 -4.574453 -3.921983
57 H -1.631210 0.994486 -2.742109
58 H -1.193648 1.595125 -4.346478
59 H -0.147000 0.447753 -3.477294
60 H -2.664144 0.861565 -5.873680

Forces on atoms 1 to 3 (eV/Å):
Au -0.4 0.0 -0.2
C 0.0 0.0 0.0
C 0.0 0.0 0.0

Atomic partial charges in e from the Mulliken method, atoms 1 to 6: 0.8647 -1.4334 1.0653 -0.9006 -0.4899 -0.4549

=====

Number 1: strongest force on any atom 0.52 eV Å⁻¹. Number 2: strongest force on any atom 2.33 eV Å⁻¹. Number 3: strongest force on any atom 0.81 eV Å⁻¹.